<one>
Computed, not measured: 7 unconnected molecules or ions with the total composition C6H26NO7, with wB97M-V/def2-TZVPD.

Element x y z (Å)
O1 -1.48614 -1.86853 1.43359
C1 -0.39678 -2.07592 0.97908
C2 0.71780 -1.02269 1.13703
C3 0.11912 0.37332 1.03343
C4 0.67257 1.56147 1.69726
C5 -0.04270 2.89650 1.26443
C6 0.62348 1.54164 3.27109
N1 1.82964 -1.33982 0.18371
H1 -0.25871 -2.90038 0.30009
H2 1.09642 -1.08096 2.17854
H3 0.12331 0.48697 -0.10290
H4 -0.95552 0.25973 1.30100
H5 1.69371 1.79220 1.38567
H6 0.05895 3.03904 0.15867
H7 0.45319 3.76980 1.72639
H8 -1.08875 2.91339 1.58965
H9 0.63644 0.53758 3.64199
H10 -0.27517 2.13467 3.73216
H11 1.62909 1.85663 3.61333
H12 1.47561 -0.92702 -0.75064
H13 1.83520 -2.30292 -0.22401
H14 2.73979 -0.91390 0.44313
H15 -3.30968 -0.04108 1.01591
H16 -4.63754 0.74168 0.65983
O2 -3.97509 0.12631 0.34649
H17 4.07447 1.27983 -0.53333
H18 2.72936 1.17164 -1.33491
O3 3.24661 0.80862 -0.62156
H19 -1.77089 -1.75587 -3.36008
H20 -1.70891 -0.38512 -2.48267
O4 -1.22814 -1.13370 -2.85263
H21 0.40847 -3.98859 -1.82669
H22 1.11294 -2.74034 -2.32924
O5 0.86956 -3.18698 -1.46185
H23 -3.74881 1.33174 -2.52344
H24 -3.66342 0.37342 -1.33082
O6 -3.37765 0.49687 -2.24634
H25 0.55882 -0.88625 -2.94087
H26 1.75172 -0.28929 -3.51008
O7 1.46766 -0.65367 -2.66042

Results
2S+1 = 1
molecular weight = 224.274 g/mol
LUMO energy = -2.67 eV
total charge = +1

---

<two>
Computed, not measured: 7 unconnected molecules or ions with the total composition C6H26NO7, with wB97M-V/def2-TZVPD.

Element x y z (Å)
O1 -2.92341 -0.16959 1.92858
C1 -3.51744 0.38938 0.93337
C2 -3.24647 0.14229 -0.42925
C3 -2.31216 1.21250 -0.92678
C4 -1.17097 1.77961 -0.04724
C5 -0.64134 0.99218 1.18180
C6 0.92830 1.15106 1.45680
N1 1.49506 0.73350 0.04773
H1 -4.06283 1.44739 1.16948
H2 -4.10557 0.16525 -1.14915
H3 -2.86137 -0.92063 -0.55302
H4 -1.98047 1.12917 -1.97876
H5 -3.08822 2.07933 -1.08638
H6 -1.62718 2.71973 0.42941
H7 -0.34689 2.11761 -0.77788
H8 -0.79917 -0.05691 0.79867
H9 -1.06525 1.14657 2.21393
H10 1.25572 2.12672 1.63335
H11 1.05030 0.61035 2.34896
H12 1.28215 -0.18837 -0.25723
H13 1.07587 1.52576 -0.61852
H14 2.48946 0.65451 0.10940
H15 0.46508 -3.59828 -2.12638
H16 0.31741 -3.07231 -0.77091
O2 0.36888 -2.71273 -1.66480
H17 1.56303 -4.18291 1.40424
H18 0.18746 -3.97849 1.40225
O3 1.04463 -3.49112 1.16992
H19 4.53582 0.11568 0.42811
H20 4.45780 0.02512 -1.17638
O4 3.95868 -0.09974 -0.31050
H21 -1.56656 -2.89231 1.81420
H22 -2.35356 -1.66662 1.49296
O5 -1.78973 -2.32825 1.04244
H23 1.99443 3.87499 -0.29553
H24 2.27757 3.47775 -1.48402
O6 1.58192 3.51044 -1.05927
H25 3.13495 -1.45002 -2.32125
H26 1.59742 -1.41217 -1.86193
O7 2.39664 -0.90643 -2.11041

Results
2S+1 = 1
molecular weight = 224.274 g/mol
LUMO energy = -2.68 eV
total charge = +1

---

Short version: <two> is the least stable of them.